(1)
The following is a DFT calculation (wB97M-V/def2-TZVPD) of a single C9H8Cl2Si molecule at a distorted geometry.

Geometry as XYZ:
```
20
Properties=species:S:1:pos:R:3:nbo_charge:R:1
C -2.448 -0.962 -1.216 -0.212
C -1.918 0.249 -1.658 -0.211
C -1.690 -1.909 -0.401 -0.205
C -0.629 0.633 -1.471 -0.291
C 0.726 -1.865 0.729 -0.189
C -0.411 -1.402 -0.059 -0.144
C 0.023 -0.178 -0.544 0.135
C 1.671 -0.960 0.444 -0.440
C 3.440 1.301 1.322 -1.155
Si 3.280 -0.162 0.176 1.522
Cl 3.016 0.640 -1.768 -0.381
Cl 4.956 -1.151 0.361 -0.321
H -3.374 -1.320 -1.617 0.216
H -2.511 0.868 -2.442 0.219
H -1.998 -2.976 -0.275 0.228
H 0.011 1.338 -2.054 0.249
H 0.906 -2.635 1.382 0.217
H 4.183 2.056 0.949 0.254
H 2.493 1.788 1.512 0.254
H 3.696 1.214 2.360 0.256
```

## Properties
Energy relative to the best compared isomer or geometry (same formula, charge and spin) = 328.9 kJ/mol
Gap between HOMO and LUMO = 8.486 eV

***

(2)
The following is a DFT calculation (wB97M-V/def2-TZVPD) of a single C9H8ClNO2 molecule at a distorted geometry.

Geometry as XYZ:
```
21
Properties=species:S:1:pos:R:3:nbo_charge:R:1
C -3.264 -0.056 -0.772 -0.111
C -3.362 -0.359 0.550 0.049
C -1.368 0.072 0.103 0.480
C 2.938 -0.409 0.423 -0.242
C 2.041 -0.664 1.522 -0.193
C 2.365 0.088 -0.717 -0.156
C 0.756 -0.284 1.466 -0.194
C 0.931 0.195 -1.010 0.038
C 0.115 0.323 0.280 -0.085
N -1.936 0.019 -1.062 -0.456
O -2.193 -0.134 1.172 -0.393
O 0.571 1.201 -1.935 -0.697
Cl 0.101 2.155 0.529 -0.068
H -4.133 -0.097 -1.537 0.225
H -4.193 -0.531 1.227 0.208
H 4.005 -0.459 0.571 0.225
H 2.422 -1.036 2.420 0.213
H 2.975 0.354 -1.599 0.219
H 0.291 -0.261 2.565 0.241
H 0.593 -0.869 -1.381 0.209
H 0.348 0.753 -2.816 0.490
```

## Properties
Energy relative to the best compared isomer or geometry (same formula, charge and spin) = 212.0 kJ/mol
Gap between HOMO and LUMO = 8.895 eV
SMILES = O[C@H]1C=CC=C[C@]1(Cl)c1ncco1

***

(3)
The following is a DFT calculation (wB97M-V/def2-TZVPD) of a molecular structure, C9H8ClO11P2Sm at a distorted geometry.

Geometry as XYZ:
```
32
Properties=species:S:1:pos:R:3:mulliken_spin:R:1
Sm -0.044 -0.334 1.214 5.037
O 3.274 -2.302 2.387 0.000
C 2.286 -1.799 1.888 0.003
O 1.573 -0.859 2.437 -0.004
C 1.808 -2.277 0.462 -0.002
O 2.163 -3.364 0.053 -0.002
O 1.085 -1.421 -0.186 -0.006
O -1.501 -0.909 3.246 -0.001
P -2.640 -0.030 2.485 -0.001
O -3.724 0.404 3.374 0.000
O -1.879 0.948 1.623 0.000
O -3.254 -1.158 1.413 -0.001
P -2.298 -1.986 0.405 0.000
O -1.727 -0.795 -0.599 0.000
O -3.071 -2.958 -0.377 0.000
O -1.087 -2.374 1.233 -0.002
H -1.311 -1.586 2.524 -0.001
H -2.099 -0.965 -1.468 0.000
Cl 3.222 0.566 -0.374 0.000
C 1.902 1.171 -1.342 -0.007
C 1.916 0.964 -2.704 0.003
C 0.850 1.393 -3.488 -0.008
C -0.236 2.001 -2.865 0.004
C -0.256 2.201 -1.499 -0.006
C 0.820 1.805 -0.662 0.004
C 0.831 2.038 0.753 -0.012
H 2.762 0.455 -3.149 0.000
H 0.863 1.240 -4.560 -0.001
H -1.084 2.319 -3.464 0.000
H -1.113 2.663 -1.024 -0.001
H 0.146 2.817 1.078 0.002
H 1.822 2.135 1.188 0.001
```

## Properties
2S+1 = 6
Energy relative to the best compared isomer or geometry (same formula, charge and spin) = 191.2 kJ/mol
Gap between HOMO and LUMO (alpha / beta) = 6.273 / 6.226 eV
Net charge = -2

***

(4)
The following is a DFT calculation (wB97M-V/def2-TZVPD) of 2 unconnected molecules or ions with the total composition C9H8F3N3 at a distorted geometry.

Geometry as XYZ:
```
23
Properties=species:S:1:pos:R:3:nbo_charge:R:1
C -1.441 0.208 1.193 -0.228
C -1.720 -0.159 -1.172 -0.232
C -2.809 0.437 1.252 0.037
C -3.070 0.030 -0.981 0.035
C -0.875 -0.104 -0.073 -0.048
C 2.301 -0.851 -1.387 0.126
C 2.654 -1.299 0.004 -0.302
C 0.613 -0.294 -0.167 0.342
C 1.029 1.821 0.372 0.862
N -3.601 0.354 0.204 -0.416
N 1.212 -0.228 -1.427 -0.434
N 1.415 -1.051 0.655 -0.629
F 2.322 2.116 0.502 -0.344
F 0.388 2.638 -0.411 -0.327
F 0.505 1.973 1.595 -0.362
H -0.795 0.286 1.980 0.224
H -1.376 -0.457 -2.075 0.223
H -3.375 0.680 2.188 0.199
H -3.795 0.165 -1.787 0.201
H 2.926 -1.110 -2.374 0.214
H 2.830 -2.441 -0.068 0.205
H 3.585 -1.010 0.555 0.233
H 1.080 -1.702 1.424 0.422
```

## Properties
Energy relative to the best compared isomer or geometry (same formula, charge and spin) = 130.6 kJ/mol
Gap between HOMO and LUMO (alpha / beta) = 8.243 / 8.244 eV